1.
DFT (ωB97M-V/def2-TZVPD) results for a molecular structure, C20H37F3N3O5PtS3.

Last column: Mulliken spin population.
CARTESIAN COORDINATES (ANGSTROEM)
Pt -2.5418 0.0901 3.0502  1.503
C -1.8192 -0.8662 0.1892  0.000
O -1.0503 -0.0033 1.0158  -0.004
O -3.0281 -0.7382 0.9692  0.315
C -1.8707 -0.5518 -1.3242  0.026
F -2.9212 -1.0834 -1.8854  0.000
F -1.7382 0.6649 -1.6764  -0.001
F -0.9188 -1.0950 -1.9709  0.006
C 0.3151 0.3862 0.5209  0.001
C 1.1367 0.9635 1.6442  -0.004
H 0.6837 1.7856 2.1983  0.000
H 1.4328 0.1320 2.2838  0.001
H 2.1524 1.2231 1.3458  0.000
H 0.2683 1.1680 -0.2372  0.001
H 0.8895 -0.4291 0.0811  -0.001
H -1.4098 -1.8758 0.2218  -0.007
C 3.1691 2.1434 -2.2717  -0.001
S 3.8412 0.5352 -2.8520  0.000
O 4.6546 0.8982 -4.0084  0.002
C 4.9674 0.0015 -1.5171  0.000
H 3.9548 2.6973 -1.7579  0.000
H 2.3429 1.9340 -1.5922  0.001
H 2.6319 2.7083 -3.0336  0.001
H 5.6640 0.7922 -1.2385  0.000
H 5.5066 -0.9304 -1.6869  0.000
H 4.2514 -0.2440 -0.7328  0.000
C 0.9895 -2.6157 3.2591  0.002
S 0.5491 -1.1898 4.4720  0.018
O -0.7613 -0.6527 4.0970  0.042
C 0.3212 -2.2044 6.0382  0.004
H 2.0142 -2.3101 3.0477  0.000
H 0.4845 -2.6785 2.2952  -0.001
H 0.8998 -3.5048 3.8832  0.000
H 0.2733 -1.5935 6.9396  0.000
H 1.1198 -2.9218 6.2270  0.001
H -0.6239 -2.7422 6.1139  0.000
C -0.6696 4.6308 2.7951  0.008
S -2.0062 3.4956 2.1038  0.020
O -1.8735 2.1124 2.8262  0.065
C -3.3615 4.2577 3.0964  -0.001
H 0.3339 4.3037 2.5230  0.000
H -0.6957 4.5091 3.8779  0.000
H -0.8407 5.6654 2.4976  0.002
H -3.5890 5.2852 2.8124  0.000
H -3.1413 4.3158 4.1623  0.000
H -4.2173 3.6095 2.9076  -0.001
C -4.2320 2.5316 -0.3548  -0.002
C -5.0081 2.0062 -1.4948  0.002
N -5.6848 1.5871 -2.3872  0.000
H -3.8000 3.4706 -0.7010  0.000
H -3.4115 1.9002 -0.0141  0.005
H -4.9108 2.6100 0.4944  0.001
N 1.9457 -4.1612 -0.1507  0.000
C 1.0585 -3.6593 -1.0624  0.000
C -0.2241 -4.3626 -0.9627  0.001
C -0.0763 -5.1723 0.1580  0.000
C 1.2403 -5.0195 0.6289  0.000
H 2.9372 -4.0093 -0.0323  0.000
H 1.3729 -2.9462 -1.8101  0.000
H -0.9235 -4.0953 -1.7411  0.000
H -0.7603 -5.9225 0.5263  0.000
H 1.7836 -5.4720 1.4453  0.000
N 0.4994 -0.1859 -4.3019  0.451
C -0.6324 -0.5861 -5.0383  -0.094
C -0.5526 0.0416 -6.2604  0.354
C 0.7477 0.7223 -6.3552  0.271
C 1.2701 0.5054 -5.1623  0.053
H 0.6807 -0.3467 -3.3214  -0.052
H -1.3991 -1.1891 -4.5746  0.003
H -1.2726 -0.1370 -7.0454  0.002
H 1.2630 1.1275 -7.2135  -0.003
H 2.3193 0.6843 -4.9791  0.008

Cartesian forces (eV/Å) of the 2 atoms listed first:
Pt -0.043 -0.842 -2.233
C -1.324 0.643 3.313

Calculated values
Orbital gap (spin up / spin down): 6.5512 / 2.6546 eV
E_LUMO (spin up / spin down): -5.890 / -9.785 eV
⟨S²⟩: 3.794
2S+1: 4
Net charge: +2

---

2.
DFT (ωB97M-V/def2-TZVPD) results for a molecular structure, C20H37I2N2O12P3.

Last column: Mulliken charge in e.
CARTESIAN COORDINATES (ANGSTROEM)
C 3.5570 1.1010 5.1137  -1.428
C 3.7815 1.8643 3.8188  -0.313
I 4.5450 0.4784 2.3613  0.169
C 2.5230 2.6930 3.3835  -1.334
I 2.4611 3.2177 1.2885  0.168
C 1.2383 1.9919 3.7614  0.837
C 0.5438 2.4406 4.9060  -0.731
C -0.5891 1.7917 5.3175  -0.638
C -1.0854 0.6722 4.6223  0.361
N -2.2109 0.0478 5.0780  -0.650
C -2.5980 -0.9642 4.3596  -0.250
C -1.9275 -1.3955 3.1969  -0.307
N -0.8495 -0.8281 2.7453  -0.484
C -0.4020 0.2371 3.4762  -0.099
C 0.7601 0.9111 3.0598  0.345
H 4.5063 0.6750 5.4204  0.494
H 2.8633 0.2778 5.0022  0.350
H 3.2208 1.7869 5.8856  0.357
H 4.5761 2.5778 3.9948  0.439
H 2.5742 3.6595 3.8621  0.581
H 0.9218 3.2900 5.4501  0.450
H -1.1311 2.1307 6.1853  0.437
H -3.4792 -1.5022 4.6771  0.398
H -2.3306 -2.2363 2.6526  0.457
H 1.2732 0.5702 2.1777  0.426
C 2.4115 0.4214 -2.0394  -0.383
O 1.3788 0.3604 -3.0389  -0.287
P 0.4418 1.6357 -3.1657  1.009
O 1.1360 2.9156 -3.2656  -0.751
O -0.5564 1.5388 -1.9443  -0.190
C -1.1800 0.2843 -1.6277  -0.604
O -0.4698 1.2495 -4.4018  -0.215
C 0.0486 1.5099 -5.7158  -0.789
H 2.6326 -0.5948 -1.7199  0.221
H 3.3058 0.8785 -2.4593  0.236
H 2.0736 1.0031 -1.1818  0.127
H -0.5733 -0.2468 -0.8946  0.279
H -1.3104 -0.3349 -2.5137  0.358
H -2.1553 0.5015 -1.1985  0.171
H -0.4115 0.7978 -6.3960  0.275
H 1.1304 1.3888 -5.7467  0.319
H -0.2112 2.5238 -6.0145  0.270
C 2.1899 -4.3956 1.5823  -0.633
O 3.5690 -4.5193 1.2031  -0.276
P 3.9615 -4.0308 -0.2604  0.784
O 3.4378 -2.7192 -0.6313  -0.345
O 3.5125 -5.1959 -1.2263  -0.377
C 3.8226 -6.5573 -0.8991  -0.648
O 5.5367 -4.1656 -0.2385  -0.387
C 6.2570 -3.0775 0.3604  -0.559
H 1.9883 -5.1541 2.3349  0.283
H 2.0116 -3.4064 2.0004  0.208
H 1.5279 -4.5513 0.7294  0.322
H 2.9952 -6.9940 -0.3403  0.243
H 4.7378 -6.6320 -0.3139  0.324
H 3.9498 -7.0979 -1.8331  0.249
H 7.2178 -3.4468 0.7086  0.285
H 5.7061 -2.6641 1.2034  0.212
H 6.4146 -2.3020 -0.3869  0.259
C -6.0015 1.8894 -0.7959  -0.643
O -6.1719 2.4396 -2.1082  -0.239
P -5.9829 1.4460 -3.3411  0.788
O -6.7059 0.1839 -3.2284  -0.719
O -4.4233 1.2816 -3.5046  -0.090
C -3.5686 2.4369 -3.4563  -0.317
O -6.3792 2.3725 -4.5593  -0.317
C -7.7744 2.4940 -4.8758  -0.663
H -5.6864 2.6973 -0.1398  0.249
H -6.9459 1.4783 -0.4440  0.265
H -5.2422 1.1060 -0.7889  0.285
H -3.2254 2.5876 -2.4330  0.167
H -4.0803 3.3330 -3.8045  0.385
H -2.7098 2.2425 -4.0908  0.004
H -7.9192 3.4604 -5.3517  0.253
H -8.3918 2.4391 -3.9801  0.314
H -8.0607 1.7003 -5.5627  0.258

Cartesian forces (eV/Å) of the 2 atoms listed first:
C 0.404 0.023 -0.129
C -0.488 0.443 -0.105

Calculated values
Orbital gap: 8.3707 eV
E_LUMO: -0.539 eV

---

3.
DFT (ωB97M-V/def2-TZVPD) results for a molecular structure, C20H37N9O2Pb.

Last column: Mulliken charge in e.
CARTESIAN COORDINATES (ANGSTROEM)
Pb 0.1997 1.0129 0.0887  1.474
C -1.5987 3.3159 1.8688  -0.755
C -1.1320 2.2560 2.8649  -0.964
N -1.0601 0.9207 2.2677  -0.114
C -2.3417 0.2539 2.0409  -1.309
C -2.9992 0.7066 0.7665  0.544
C -4.3797 0.8069 0.6401  -0.999
C -4.9113 1.1692 -0.5898  -0.704
C -4.0505 1.4698 -1.6346  -1.200
C -2.6801 1.3676 -1.4261  0.827
C -1.6816 1.6713 -2.5020  -1.435
N -0.4769 2.3199 -1.9803  -0.207
C -0.5925 3.7587 -1.7417  -0.956
C -1.3381 4.0469 -0.4423  -0.728
N -0.7111 3.3833 0.7044  -0.308
N -2.1859 0.9599 -0.2570  1.313
H -1.6638 4.2806 2.3867  0.530
H -2.5998 3.0619 1.5164  0.345
H -1.8070 2.2683 3.7285  0.433
H -0.1290 2.5139 3.2073  0.369
H -0.5037 0.3303 2.8751  0.237
H -3.0232 0.3854 2.8887  0.430
H -2.1229 -0.8118 1.9177  0.368
H -5.0253 0.6103 1.4826  0.557
H -5.9788 1.2452 -0.7233  0.459
H -4.4355 1.7844 -2.5923  0.573
H -2.1460 2.2545 -3.3042  0.535
H -1.3585 0.7071 -2.9046  0.257
H 0.2617 2.1550 -2.6548  0.261
H -1.1206 4.2684 -2.5568  0.376
H 0.4163 4.1688 -1.6833  0.399
H -2.3548 3.6648 -0.5352  0.301
H -1.4025 5.1311 -0.3044  0.524
H 0.1290 3.8937 0.9657  0.357
C 2.7778 -0.6661 -2.3565  -0.839
N 1.9679 -1.8669 -2.2578  0.152
C 2.6924 -3.1200 -2.2528  -1.416
C 0.6474 -1.6644 -2.0544  0.397
O 0.2582 -0.4836 -1.8487  -0.395
N -0.2587 -2.6587 -2.1076  0.316
C -0.1261 -3.9217 -2.8062  -1.270
C -1.6137 -2.3636 -1.6863  -0.968
H 3.8071 -0.9406 -2.5579  0.438
H 2.7327 -0.0900 -1.4268  0.158
H 2.4184 -0.0331 -3.1684  0.258
H 3.6255 -2.9862 -1.7049  0.468
H 2.9473 -3.4384 -3.2671  0.345
H 2.1276 -3.8995 -1.7551  0.449
H 0.6698 -3.8833 -3.5427  0.445
H -1.0600 -4.1185 -3.3343  0.388
H 0.0460 -4.7485 -2.1125  0.333
H -1.6051 -1.5015 -1.0251  -0.055
H -2.0156 -3.2241 -1.1531  0.504
H -2.2510 -2.1467 -2.5482  0.431
C 4.4944 -2.5279 3.4867  -1.095
N 3.3879 -1.8822 2.8259  0.054
C 2.2666 -2.5815 2.2536  -0.454
C 1.4675 -1.4164 1.6693  0.182
O 0.3900 -1.4848 1.0877  -0.549
N 2.1268 -0.2694 1.9128  -0.192
C 3.2431 -0.5736 2.5856  0.183
N 4.1255 0.3326 2.9917  -0.344
H 4.3550 -3.6035 3.4170  0.413
H 4.5421 -2.2530 4.5424  0.346
H 5.4388 -2.2690 3.0047  0.382
H 1.6892 -3.1266 3.0043  0.357
H 2.5777 -3.2840 1.4773  0.371
H 3.9817 1.3070 2.7975  0.211
H 4.9270 0.0578 3.5323  0.207

Cartesian forces (eV/Å) of the 2 atoms listed first:
Pb 0.985 0.023 -0.016
C 0.002 -0.081 0.347

Calculated values
Orbital gap: 8.8793 eV
E_LUMO: -4.772 eV
Net charge: +2

---

Number 1: E_tot -2937.2181 a.u.. Number 2: E_tot -3416.4225 a.u.. Number 3: E_tot -1620.0811 a.u..